1.
This record from the Open Molecules 2025 dataset describes C26H19BrN2O5V as an isolated structure. The level of theory is ωB97M-V/def2-TZVPD.

Geometry as XYZ:
```
54
C26H19BrN2O5V (ωB97M-V/def2-TZVPD)
V -0.29905 0.00458 0.39043
O -2.21161 0.56834 0.30447
C -2.96626 0.33188 1.58967
C -1.88419 -0.05148 2.62036
O -2.10999 -0.49073 3.69381
O -0.62166 0.22862 2.14958
C -3.94424 -0.77754 1.30259
C -3.67849 -2.09525 1.66215
C -4.55536 -3.10610 1.29245
C -5.69104 -2.80863 0.55695
C -5.95573 -1.49565 0.18659
C -5.08600 -0.48638 0.55770
C -3.56111 1.65195 2.04401
C -4.69486 1.64168 2.85086
C -5.21623 2.83451 3.32339
C -4.61773 4.04327 2.99426
C -3.47718 4.05716 2.20751
C -2.94062 2.86219 1.74735
H -2.43578 1.44478 -0.04405
H -2.80563 -2.34657 2.24917
H -4.34830 -4.12557 1.58860
H -6.37374 -3.59883 0.27387
H -6.84303 -1.26295 -0.38649
H -5.30433 0.53662 0.27479
H -5.16773 0.70460 3.11129
H -6.09808 2.81980 3.94950
H -5.03599 4.97137 3.35965
H -2.99478 4.99381 1.96268
H -2.01196 2.90465 1.18558
Br 4.82322 -2.46730 -3.33196
C 3.42466 -3.12666 -2.26814
C 3.37664 -4.48033 -1.94124
N 2.42205 -5.01657 -1.18894
C 1.48237 -4.20624 -0.71762
C 1.44923 -2.84568 -1.00339
C 2.43278 -2.28610 -1.80942
C 0.36755 -2.03348 -0.44297
O -0.03189 -2.07792 0.74916
O -0.17116 -1.08350 -1.16933
H 4.14674 -5.14824 -2.30875
H 0.71643 -4.65143 -0.09280
H 2.43407 -1.23708 -2.07098
N 0.34442 1.40309 -0.10802
C 0.88430 2.61114 -0.52791
C 1.16179 2.78572 -1.88486
C 1.67044 4.00156 -2.30473
C 1.90343 5.01141 -1.37653
C 1.63270 4.82260 -0.02518
C 1.11651 3.61610 0.41198
H 0.97444 1.98167 -2.58365
H 1.88923 4.16065 -3.35142
H 2.30470 5.95837 -1.71255
H 1.82854 5.61488 0.68394
H 0.90420 3.43705 1.45780
```

## Properties
Gap between HOMO and LUMO (alpha / beta) in eV: 7.092 / 7.089
Net charge: +1
2S+1: 1

Here are the natural (NBO) charges for atoms 1 to 6, given in e: 1.301 -0.653 0.114 0.770 -0.485 -0.599

***

2.
This record from the Open Molecules 2025 dataset describes C26H19Cl2F12IrNO6PS2 as an isolated structure. The level of theory is ωB97M-V/def2-TZVPD.

Geometry as XYZ:
```
70
C26H19Cl2F12IrNO6PS2 (ωB97M-V/def2-TZVPD)
Ir -0.44308 -0.10598 -0.14755
O 1.25347 -1.90300 -0.25648
C 2.22965 -1.82304 0.40253
C 3.27818 -1.26201 1.00813
C 4.46634 -1.90726 1.46698
C 5.41901 -1.19887 2.14457
C 5.24946 0.16673 2.41032
C 4.09152 0.80713 2.00667
C 3.08771 0.14869 1.31046
P 1.63510 1.08352 0.75030
C 1.37555 2.17787 2.15806
C 1.24491 1.57176 3.41262
C 1.05261 2.35164 4.53421
C 0.98336 3.73478 4.40832
C 1.10006 4.33463 3.16161
C 1.27904 3.55973 2.02764
C 2.20459 1.99967 -0.71769
C 1.60656 1.63232 -1.92060
C 1.97697 2.21990 -3.11275
C 2.98961 3.16993 -3.11028
C 3.60593 3.52444 -1.91980
C 3.22188 2.94788 -0.72070
H 4.57652 -2.95851 1.25701
H 6.31180 -1.69125 2.49385
H 6.01383 0.72142 2.93295
H 3.96306 1.85487 2.24054
H 1.29145 0.49401 3.48930
H 0.96102 1.89033 5.50508
H 0.83159 4.34227 5.28688
H 1.04794 5.40941 3.07129
H 1.34452 4.01200 1.05130
H 0.83417 0.85786 -1.89034
H 1.48917 1.94126 -4.03452
H 3.29524 3.63091 -4.03758
H 4.40106 4.25553 -1.92798
H 3.71393 3.22754 0.19920
F -4.10068 -2.51203 0.09472
C -3.29982 -2.92796 1.06606
F -3.57209 -2.20934 2.15264
F -3.53642 -4.19743 1.33435
S -1.50125 -2.61585 0.57466
O -1.59884 -1.95733 -0.71976
O -0.99743 -1.67757 1.56751
N -0.69301 -3.93591 0.53939
S -1.10785 -4.87338 -0.70155
O -0.88183 -6.24514 -0.46542
O -2.36216 -4.42211 -1.22073
C 0.19392 -4.40551 -2.00031
F 1.41114 -4.56188 -1.48757
F 0.06216 -5.19869 -3.05311
F 0.10763 -3.14618 -2.43209
C -2.03036 2.08928 2.35090
C -2.16721 2.35732 0.84494
O -1.09751 1.97793 0.09673
C -2.37819 3.88545 0.60533
F -1.34724 4.57819 1.09868
F -2.46618 4.18888 -0.68320
F -3.47550 4.33969 1.21024
C -3.42356 1.59034 0.34819
F -4.49679 1.75105 1.10568
F -3.13574 0.25851 0.35630
F -3.76182 1.87271 -0.90803
H -1.24733 2.72299 2.75389
H -1.76025 1.04366 2.48966
H -2.96346 2.30205 2.86517
Cl -1.55043 0.16859 -2.64251
C -3.05054 -0.71711 -2.86205
Cl -2.76991 -2.42765 -3.21708
H -3.58895 -0.25654 -3.69453
H -3.61855 -0.64790 -1.93485
```

## Properties
Gap between HOMO and LUMO (alpha / beta) in eV: 5.695 / 5.808
Net charge: +1
⟨S²⟩: 0.76
2S+1: 2
Relative energy (zero: lowest compared OMol25 entry of this formula, charge and spin) in kJ/mol: 424.4

Here are the natural (NBO) charges for atoms 1 to 6, given in e: 0.915 -0.317 0.950 -0.352 -0.046 -0.209

***

3.
This record from the Open Molecules 2025 dataset describes C26H19Cl2N6O5Rb as an isolated structure. The level of theory is ωB97M-V/def2-TZVPD.

Geometry as XYZ:
```
59
C26H19Cl2N6O5Rb (ωB97M-V/def2-TZVPD)
Rb 0.64387 -0.01509 -0.70785
Cl 3.30899 -1.94648 6.31628
C 2.96141 -2.04159 4.59910
C 2.22499 -1.03284 4.00976
C 1.90537 -1.02869 2.64560
N 1.21780 0.04463 2.06590
C 0.25972 0.64288 2.75302
O -0.28158 0.32078 3.83756
C -0.28274 1.93166 2.11983
C -1.08122 2.75631 2.91067
C -1.61424 3.90912 2.36540
C -1.34881 4.21297 1.03719
C -0.54759 3.33931 0.32321
N -0.01306 2.23539 0.84743
C 2.40220 -2.09528 1.84059
C 3.12185 -3.11799 2.47336
C 3.39948 -3.10489 3.82649
Cl 4.30928 -4.43559 4.51975
N 2.06658 -2.17711 0.48165
C 2.91001 -2.74554 -0.36067
O 4.09499 -3.12470 -0.20424
C 2.34342 -3.00014 -1.76406
C 2.98235 -3.95630 -2.55732
C 2.50261 -4.21398 -3.82673
C 1.40669 -3.49643 -4.29346
C 0.84110 -2.55908 -3.44652
N 1.28278 -2.32395 -2.21005
H 1.85167 -0.22950 4.62672
H -1.27816 2.44018 3.92498
H -2.24748 4.55763 2.96024
H -1.77238 5.08465 0.55419
H -0.34016 3.51928 -0.72802
H 3.50080 -3.92930 1.86996
H 3.84780 -4.45529 -2.14548
H 2.97887 -4.95989 -4.45363
H 1.00459 -3.65324 -5.28644
H -0.01089 -1.96443 -3.76615
O -2.90035 2.23144 -2.25589
C -2.63096 1.21973 -1.57964
O -1.82397 0.29430 -1.89453
C -3.32324 1.07475 -0.22864
C -4.44395 1.84724 0.05671
C -5.07358 1.74682 1.29024
C -4.56732 0.89065 2.26366
C -3.43780 0.12946 1.99469
C -2.83189 0.21178 0.74697
H -4.79137 2.53570 -0.70316
H -5.94892 2.35206 1.50362
H -5.03848 0.83460 3.23818
H -2.99765 -0.49424 2.76290
H -1.94231 -0.37055 0.54654
N -0.59145 1.42194 -4.11860
C 0.68752 1.85319 -3.99752
N 1.10374 2.78198 -4.96078
O 1.45682 1.48734 -3.12172
H -1.23977 2.05766 -4.55481
H -0.99805 0.95810 -3.28858
H 0.67405 2.69601 -5.86786
H 2.10803 2.85253 -4.99002
```

## Properties
Gap between HOMO and LUMO in eV: 5.209
Net charge: -2
2S+1: 1
Relative energy (zero: lowest compared OMol25 entry of this formula, charge and spin) in kJ/mol: 45.8

Here are the natural (NBO) charges for atoms 1 to 6, given in e: 0.929 -0.064 -0.091 -0.247 0.132 -0.666

***

4.
This record from the Open Molecules 2025 dataset describes C26H19INO2S4Tc as an isolated structure. The level of theory is ωB97M-V/def2-TZVPD.

Geometry as XYZ:
```
54
C26H19INO2S4Tc (ωB97M-V/def2-TZVPD)
Tc 0.08747 0.09695 -0.80940
S -0.58529 -0.09228 -3.03875
C -1.97391 1.01215 -2.96292
C -2.36155 1.75223 -4.07600
C -3.47119 2.58059 -4.01446
C -4.22475 2.67630 -2.85080
C -3.86792 1.93356 -1.73747
C -2.74267 1.12552 -1.80432
S -2.27202 0.08647 -0.43301
C -2.22880 1.22659 0.99873
C -1.03341 0.95082 1.87151
C -1.05970 1.21618 3.22565
C 0.09349 1.02710 3.96853
C 1.23846 0.55573 3.34903
C 1.19413 0.27611 1.99795
C 2.34621 -0.35212 1.27017
S 2.49817 0.24140 -0.44449
C 2.77754 1.96184 -0.14495
C 4.04234 2.34695 0.29150
C 4.28929 3.67929 0.56545
C 3.27181 4.61057 0.38391
C 2.02401 4.22276 -0.07280
C 1.75132 2.88173 -0.35005
S 0.19165 2.45487 -1.06514
N 0.08050 0.49134 1.28424
H -1.77826 1.68394 -4.98493
H -3.75105 3.15931 -4.88454
H -5.09503 3.31671 -2.81368
H -4.46324 1.98258 -0.83357
H -3.14877 1.11270 1.56780
H -2.16372 2.23901 0.59450
H -1.97075 1.57310 3.68550
H 0.09697 1.24221 5.02890
H 2.15063 0.38821 3.90505
H 2.20243 -1.43114 1.19292
H 3.28886 -0.15889 1.77836
H 4.82569 1.60689 0.40812
H 5.26722 3.99165 0.90442
H 3.45828 5.65667 0.58875
H 1.24740 4.95998 -0.23199
I 0.19020 -8.87696 -0.69373
C 0.08500 -6.82959 -0.37318
C -0.41595 -6.35094 0.83116
C -0.48897 -4.98416 1.03834
C -0.05905 -4.10278 0.05240
C 0.44268 -4.59085 -1.14945
C 0.51441 -5.95854 -1.36660
C -0.16923 -2.64941 0.32540
O -0.70108 -2.20662 1.32222
O 0.32653 -1.86633 -0.64120
H -0.74713 -7.03812 1.59681
H -0.88259 -4.58698 1.96391
H 0.77340 -3.90089 -1.91371
H 0.89993 -6.34340 -2.30011
```

## Properties
Gap between HOMO and LUMO (alpha / beta) in eV: 7.381 / 5.890
Net charge: +1
⟨S²⟩: 3.78
2S+1: 4
Relative energy (zero: lowest compared OMol25 entry of this formula, charge and spin) in kJ/mol: 4.8

Here are the natural (NBO) charges for atoms 1 to 6, given in e: 0.584 0.158 -0.206 -0.200 -0.171 -0.182

***

Table of max |F| (eV/A), in record order: 1.47, 7.29, 0.33, 0.65